{
  "formula": "C34H54N3O3SV",
  "method": "ωB97M-V/def2-TZVPD",
  "s_squared": 3.76,
  "multiplicity": 4,
  "e_tot_ev": -83273.27210,
  "total_charge": -1,
  "de_lowest_kj_mol": 194.7,
  "species": ["V", "C", "N", "C", "C", "C", "N", "C", "C", "C", "C", "C", "C", "C", "O", "C", "C", "C", "C", "C", "C", "C", "C", "C", "C", "C", "C", "C", "C", "C", "O", "C", "C", "C", "C", "C", "C", "C", "C", "H", "H", "H", "H", "H", "H", "H", "H", "H", "H", "H", "H", "H", "H", "H", "H", "H", "H", "H", "H", "H", "H", "H", "H", "H", "H", "H", "H", "H", "H", "H", "H", "H", "H", "H", "H", "H", "H", "H", "H", "H", "H", "H", "H", "H", "H", "H", "H", "H", "H", "H", "H", "H", "H", "O", "S", "N"],
  "xyz": [[-0.402, -0.344, 1.009], [0.013, 2.244, 2.155], [0.571, 2.140, 0.793], [1.965, 2.573, 0.767], [-0.229, 2.785, -0.237], [-1.364, 1.926, -0.780], [-1.010, 0.516, -1.024], [0.223, 0.391, -1.856], [0.777, -1.010, -2.032], [0.851, -1.575, -3.292], [1.508, -2.786, -3.515], [2.048, -3.400, -2.398], [2.002, -2.879, -1.097], [1.338, -1.655, -0.901], [1.238, -1.051, 0.298], [2.757, -3.695, -0.020], [4.250, -3.717, -0.389], [2.659, -3.181, 1.424], [2.225, -5.141, -0.013], [1.658, -3.361, -4.923], [0.276, -3.597, -5.536], [2.400, -4.698, -4.907], [2.442, -2.380, -5.807], [-2.197, -0.178, -1.616], [-2.478, -1.611, -1.212], [-2.916, -2.523, -2.177], [-3.337, -3.797, -1.835], [-3.220, -4.152, -0.484], [-2.806, -3.279, 0.516], [-2.488, -1.941, 0.143], [-2.232, -0.999, 1.063], [-2.737, -3.745, 1.988], [-3.112, -5.220, 2.130], [-1.303, -3.623, 2.537], [-3.708, -2.942, 2.873], [-3.950, -4.791, -2.831], [-4.143, -4.166, -4.213], [-3.051, -6.034, -2.960], [-5.336, -5.235, -2.337], [0.824, 2.112, 2.857], [-1.883, 1.406, 2.125], [-0.430, 3.215, 2.348], [2.554, 1.945, 1.436], [2.093, 3.620, 1.071], [2.371, 2.460, -0.238], [0.432, 3.063, -1.056], [-0.675, 3.711, 0.130], [-1.709, 2.403, -1.704], [-2.210, 1.927, -0.095], [0.988, 0.985, -1.359], [0.053, 0.825, -2.847], [0.427, -1.019, -4.128], [2.580, -4.336, -2.538], [4.661, -2.701, -0.375], [4.417, -4.135, -1.389], [4.809, -4.325, 0.334], [3.061, -2.175, 1.534], [3.239, -3.863, 2.059], [1.632, -3.166, 1.788], [2.410, -5.660, -0.960], [1.144, -5.154, 0.171], [2.715, -5.715, 0.783], [-0.292, -4.294, -4.914], [0.361, -4.019, -6.546], [-0.299, -2.665, -5.601], [1.876, -5.442, -4.293], [3.421, -4.591, -4.518], [2.469, -5.090, -5.928], [1.922, -1.419, -5.896], [2.569, -2.791, -6.818], [3.434, -2.187, -5.382], [-2.122, -0.132, -2.706], [-3.062, 0.422, -1.341], [-2.933, -2.196, -3.218], [-3.515, -5.159, -0.200], [-2.443, -5.877, 1.560], [-4.143, -5.408, 1.808], [-3.035, -5.500, 3.188], [-0.602, -4.213, 1.939], [-1.260, -3.976, 3.575], [-0.973, -2.602, 2.540], [-4.735, -3.043, 2.497], [-3.454, -1.885, 2.906], [-3.680, -3.338, 3.898], [-3.196, -3.873, -4.668], [-4.785, -3.279, -4.161], [-4.625, -4.893, -4.877], [-2.043, -5.752, -3.284], [-3.468, -6.739, -3.693], [-2.955, -6.558, -2.001], [-6.006, -4.372, -2.249], [-5.281, -5.717, -1.354], [-5.782, -5.951, -3.043], [-1.621, 2.222, 4.743], [-1.145, 0.858, 4.195], [-0.942, 1.150, 2.430]],
  "forces_ev_per_a": [[0.2, 0.8, -0.3], [-0.2, -0.6, -0.3], [0.1, 0.0, 0.4], [-0.2, -0.1, 0.0], [0.1, -0.2, 0.1], [0.1, -0.2, -0.1], [0.4, -0.5, 0.2], [-0.3, -0.2, 0.1], [-0.2, 0.2, 0.0], [0.1, 0.2, -0.1], [-0.1, 0.1, 0.1], [0.2, -0.1, 0.1], [0.1, -0.2, 0.0], [0.0, 0.4, 0.8], [0.9, -1.1, -1.4], [-0.1, 0.0, 0.0], [0.1, 0.0, 0.0], [0.0, 0.0, 0.0], [-0.1, -0.1, 0.0], [0.0, 0.0, 0.1], [-0.2, 0.1, -0.1], [0.1, -0.1, 0.0], [0.1, 0.1, 0.0], [0.3, 0.0, 0.0], [0.1, 0.2, -0.4], [0.2, 0.2, -0.2], [0.0, 0.0, 0.1], [-0.1, 0.0, 0.1], [0.0, -0.2, 0.0], [0.0, 0.2, 1.1], [-0.9, -1.2, -0.4], [0.1, 0.1, -0.1], [-0.1, -0.2, 0.0], [-0.2, -0.3, 0.0], [-0.1, -0.1, 0.0], [0.1, 0.0, 0.1], [-0.1, 0.0, -0.1], [0.1, 0.0, 0.0], [-0.1, 0.0, 0.1], [0.2, -0.1, 0.2], [0.1, 0.1, 0.0], [-0.2, 0.4, 0.0], [0.0, 0.0, 0.0], [0.0, 0.1, 0.0], [0.0, 0.0, -0.1], [0.1, 0.0, -0.1], [-0.1, 0.3, 0.1], [-0.1, 0.1, -0.2], [0.0, -0.1, 0.1], [0.0, 0.0, 0.0], [-0.1, 0.1, -0.2], [0.0, -0.1, 0.1], [-0.1, 0.2, 0.1], [-0.1, -0.1, 0.0], [0.0, 0.1, 0.2], [-0.1, 0.1, -0.1], [0.0, 0.0, 0.0], [-0.1, 0.1, 0.0], [0.0, 0.0, 0.0], [0.0, 0.1, 0.1], [0.1, 0.0, 0.0], [0.0, 0.1, -0.1], [0.0, 0.0, 0.0], [0.0, 0.1, 0.1], [0.1, -0.2, 0.0], [0.1, 0.1, -0.1], [-0.2, 0.0, -0.1], [0.0, 0.0, 0.1], [0.1, -0.1, 0.0], [0.0, 0.1, 0.1], [-0.1, 0.0, -0.1], [0.0, 0.0, -0.1], [-0.1, 0.1, 0.1], [0.0, 0.0, 0.2], [0.1, 0.2, -0.1], [-0.1, 0.1, 0.1], [0.1, 0.0, 0.1], [0.0, 0.0, -0.2], [-0.1, 0.0, 0.0], [0.0, 0.0, -0.1], [0.2, 0.6, 0.0], [0.2, 0.0, 0.1], [0.1, 0.0, -0.1], [0.0, 0.1, -0.1], [0.0, 0.0, 0.0], [0.1, -0.1, 0.0], [0.1, 0.1, 0.0], [-0.1, 0.0, 0.0], [0.0, 0.1, 0.1], [0.0, 0.1, -0.2], [0.1, -0.1, 0.0], [0.0, 0.1, -0.2], [0.1, 0.1, 0.1], [0.1, -0.2, -0.1], [0.1, 0.2, -0.1], [-0.3, 0.7, 0.2]],
  "lowdin_charge": [0.847, -0.271, -0.233, -0.082, -0.190, -0.172, -0.182, -0.111, -0.124, 0.000, -0.178, 0.001, -0.076, -0.258, -0.234, -0.524, -0.056, -0.060, -0.053, -0.565, -0.055, -0.074, -0.055, -0.098, -0.128, 0.007, -0.179, 0.007, -0.067, -0.287, -0.237, -0.521, -0.088, -0.034, -0.041, -0.559, -0.075, -0.050, -0.059, 0.096, 0.054, 0.117, 0.090, 0.088, 0.079, 0.109, 0.121, 0.124, 0.117, 0.102, 0.123, 0.111, 0.083, 0.090, 0.072, 0.080, 0.081, 0.081, 0.067, 0.071, 0.084, 0.080, 0.077, 0.082, 0.078, 0.088, 0.085, 0.081, 0.076, 0.079, 0.089, 0.120, 0.124, 0.105, 0.087, 0.085, 0.082, 0.082, 0.077, 0.089, 0.057, 0.087, 0.069, 0.082, 0.071, 0.087, 0.080, 0.078, 0.079, 0.079, 0.090, 0.074, 0.080, -0.799, 0.621, -0.427]
}